No. 1
This record from the OMol25 dataset describes a molecular structure, C16H10BrCl5Fe at a distorted geometry. The level of theory is the ωB97M-V functional and the def2-TZVPD basis.

Properties
**Energy relative to the best compared isomer or geometry (same formula, charge and spin)**: 0.000 eV
**Spin multiplicity**: 6
**Gap between HOMO and LUMO (spin up / spin down)**: 0.2304 / 0.2325 Eh
**<S²>**: 8.79
**Highest occupied orbital energy (spin up / spin down)**: -3.59 / -4.16 eV
**Net charge**: -1

Element x y z (Å)
1 C 0.80 2.38 0.50
2 C 1.24 1.28 1.29
3 C 1.93 0.36 0.45
4 H 1.13 1.19 2.37
5 C 1.95 0.89 -0.87
6 C 1.28 2.15 -0.85
7 H 1.20 2.85 -1.68
8 H 0.30 3.27 0.86
9 H 2.61 -0.41 0.81
10 H 2.46 0.46 -1.73
11 Fe -0.98 0.95 -0.87
12 Br -1.15 -1.30 -0.93
13 C -2.78 1.16 -1.85
14 C -1.90 2.07 -2.55
15 C -1.53 3.11 -1.64
16 H -1.65 2.01 -3.60
17 C -2.15 2.85 -0.38
18 C -2.91 1.64 -0.49
19 H -3.57 1.23 0.27
20 H -3.34 0.35 -2.30
21 H -0.94 3.98 -1.90
22 H -2.11 3.49 0.50
23 Cl -0.75 -0.81 2.69
24 C 0.23 -1.99 1.91
25 C 0.81 -1.76 0.70
26 C 1.49 -2.72 -0.02
27 Cl 2.20 -2.36 -1.55
28 C 1.55 -4.04 0.49
29 Cl 2.23 -5.30 -0.44
30 C 1.02 -4.30 1.78
31 Cl 1.11 -5.88 2.42
32 C 0.40 -3.27 2.52
33 Cl -0.14 -3.55 4.11

Now the Mulliken charges, all in e:
1 C -0.515
2 C -0.772
3 C -0.423
4 H 0.547
5 C -0.545
6 C -0.988
7 H 0.502
8 H 0.561
9 H 0.782
10 H 0.333
11 Fe 0.417
12 Br -0.519
13 C -0.957
14 C -0.201
15 C -0.496
16 H 0.418
17 C -0.501
18 C -0.335
19 H 0.472
20 H 0.620
21 H 0.524
22 H 0.454
23 Cl -0.157
24 C 0.523
25 C -0.867
26 C 0.764
27 Cl -0.168
28 C -0.074
29 Cl -0.213
30 C 0.300
31 Cl -0.222
32 C -0.051
33 Cl -0.212

---

No. 2
This record from the OMol25 dataset describes a molecular structure, C16H10BrF5Tb at a distorted geometry. The level of theory is the ωB97M-V functional and the def2-TZVPD basis.

Properties
**Spin multiplicity**: 7
**Gap between HOMO and LUMO (spin up / spin down)**: 0.1563 / 0.1636 Eh
**<S²>**: 12.72
**Highest occupied orbital energy (spin up / spin down)**: -2.61 / -2.61 eV
**Net charge**: -1

Element x y z (Å)
1 C -2.70 0.60 -1.30
2 C -3.01 1.49 -0.21
3 C -2.13 2.63 -0.32
4 H -3.82 1.38 0.50
5 C -1.19 2.35 -1.38
6 C -1.59 1.12 -2.00
7 H -1.16 0.68 -2.90
8 H -3.25 -0.30 -1.57
9 H -2.12 3.49 0.36
10 H -0.50 3.07 -1.79
11 Tb -0.73 1.17 0.99
12 Br -1.88 -0.25 2.92
13 C 0.01 -3.46 -0.43
14 C -0.01 -2.94 -1.76
15 C -1.34 -2.68 -2.14
16 H 0.88 -2.81 -2.40
17 C -2.18 -3.05 -1.03
18 C -1.34 -3.51 0.02
19 H -1.66 -3.78 1.03
20 H 0.89 -3.70 0.16
21 H -1.69 -2.34 -3.09
22 H -3.25 -2.92 -0.97
23 F 0.89 3.02 0.82
24 C 1.97 2.10 1.05
25 C 1.64 0.77 0.85
26 C 2.58 -0.16 1.22
27 F 2.30 -1.49 1.10
28 C 3.79 0.25 1.82
29 F 4.68 -0.67 2.25
30 C 4.09 1.59 2.06
31 F 5.26 1.96 2.64
32 C 3.16 2.54 1.64
33 F 3.40 3.85 1.86

Now the Mulliken charges, all in e:
1 C -0.149
2 C -0.841
3 C -0.591
4 H 0.457
5 C -0.380
6 C -0.457
7 H 0.388
8 H 0.404
9 H 0.492
10 H 0.438
11 Tb 1.160
12 Br -0.418
13 C -0.579
14 C -0.609
15 C -0.667
16 H 0.326
17 C -0.628
18 C -0.546
19 H 0.401
20 H 0.477
21 H 0.535
22 H 0.456
23 F -0.367
24 C 0.374
25 C -0.157
26 C 0.223
27 F -0.235
28 C 0.085
29 F -0.312
30 C 0.470
31 F -0.287
32 C -0.147
33 F -0.316

---

No. 3
This record from the OMol25 dataset describes a molecular structure, C16H10BrInN2O5. The level of theory is the ωB97M-V functional and the def2-TZVPD basis.

Properties
**Energy relative to the best compared isomer or geometry (same formula, charge and spin)**: 0.048 eV
**Spin multiplicity**: 1
**Gap between HOMO and LUMO**: 0.2325 Eh
**Highest occupied orbital energy**: -15.38 eV
**Net charge**: +2

Element x y z (Å)
1 In 0.71 1.06 -2.08
2 Br 5.74 0.28 3.09
3 C 4.70 0.36 1.59
4 C 5.32 0.61 0.34
5 C 4.54 0.72 -0.75
6 C 3.04 0.71 -0.68
7 O 2.50 0.14 -1.76
8 C 2.49 0.23 0.65
9 C 1.06 -0.03 0.88
10 N 0.12 0.17 0.03
11 C -1.22 0.04 0.48
12 C -1.59 0.59 1.69
13 C -2.91 0.56 2.18
14 C -3.89 -0.01 1.42
15 C -3.58 -0.56 0.15
16 C -4.59 -1.12 -0.66
17 C -4.30 -1.66 -1.89
18 C -2.98 -1.67 -2.30
19 N -2.03 -1.14 -1.53
20 C -2.24 -0.54 -0.31
21 C 3.30 0.13 1.73
22 H 6.40 0.67 0.29
23 H 4.95 0.85 -1.74
24 H 0.82 -0.42 1.87
25 H -0.84 1.12 2.27
26 H -3.13 1.00 3.14
27 H -4.91 -0.03 1.76
28 H -5.61 -1.11 -0.30
29 H -5.06 -2.08 -2.53
30 H -2.62 -2.09 -3.24
31 H 2.91 -0.10 2.72
32 O 1.46 2.53 -0.94
33 O 2.79 2.19 -0.59
34 O -0.75 -1.23 -2.01
35 O -0.61 -0.17 -2.97

Now the Mulliken charges, all in e:
1 In 1.345
2 Br 0.075
3 C 0.262
4 C -0.601
5 C -0.845
6 C 1.442
7 O -0.849
8 C 0.454
9 C -0.591
10 N -0.007
11 C 0.286
12 C 0.158
13 C -1.118
14 C -0.859
15 C 0.921
16 C -0.344
17 C -0.875
18 C -0.049
19 N 0.243
20 C -0.154
21 C -0.777
22 H 0.482
23 H 0.485
24 H 0.745
25 H 0.696
26 H 0.435
27 H 0.441
28 H 0.484
29 H 0.443
30 H 0.486
31 H 0.529
32 O -0.467
33 O -0.178
34 O -0.244
35 O -0.457

---

No. 4
This record from the OMol25 dataset describes a molecular structure, C16H10Cl4N2O2RuS2 at a distorted geometry. The level of theory is the ωB97M-V functional and the def2-TZVPD basis.

Properties
**Energy relative to the best compared isomer or geometry (same formula, charge and spin)**: 0.574 eV
**Spin multiplicity**: 2
**Gap between HOMO and LUMO (spin up / spin down)**: 0.2089 / 0.2136 Eh
**<S²>**: 0.76
**Highest occupied orbital energy (spin up / spin down)**: -3.98 / -4.11 eV
**Net charge**: -1

Element x y z (Å)
1 Ru -0.83 -0.21 0.10
2 Cl 2.76 -5.23 1.75
3 C 1.53 -4.00 1.82
4 C 1.19 -3.41 3.02
5 Cl 1.99 -3.87 4.49
6 C 0.19 -2.42 3.04
7 Cl -0.25 -1.62 4.53
8 C -0.49 -2.05 1.89
9 O -1.46 -1.14 1.85
10 C -0.13 -2.65 0.65
11 O -0.77 -2.23 -0.43
12 C 0.87 -3.60 0.64
13 Cl 1.30 -4.29 -0.90
14 C 0.44 -0.47 -4.19
15 C -0.22 0.01 -2.92
16 S 0.76 0.16 -1.47
17 C -1.50 0.39 -2.84
18 C -2.48 0.43 -3.98
19 S -2.07 0.97 -1.27
20 H 1.37 -0.98 -3.96
21 H 0.67 0.36 -4.87
22 H -0.20 -1.18 -4.72
23 H -2.04 0.07 -4.91
24 H -2.82 1.46 -4.16
25 H -3.36 -0.16 -3.75
26 N -1.75 5.65 2.27
27 C -1.08 4.74 2.08
28 C -0.20 3.61 1.85
29 C 1.17 3.78 1.76
30 C 1.97 2.67 1.57
31 C 1.36 1.44 1.43
32 N 0.04 1.26 1.49
33 C -0.73 2.33 1.71
34 H 1.60 4.77 1.85
35 H 3.04 2.75 1.51
36 H 1.94 0.54 1.27
37 H -1.79 2.15 1.79

Now the Mulliken charges, all in e:
1 Ru 0.517
2 Cl -0.229
3 C 0.228
4 C 0.143
5 Cl -0.229
6 C -0.043
7 Cl -0.217
8 C 0.653
9 O -1.067
10 C 0.650
11 O -0.997
12 C 0.086
13 Cl -0.205
14 C -1.563
15 C 0.623
16 S -0.413
17 C 0.573
18 C -1.306
19 S -0.401
20 H 0.401
21 H 0.305
22 H 0.360
23 H 0.352
24 H 0.279
25 H 0.269
26 N -0.502
27 C -0.039
28 C 0.156
29 C -0.128
30 C -0.915
31 C -0.265
32 N 0.151
33 C -0.197
34 H 0.475
35 H 0.405
36 H 0.498
37 H 0.591

---

No. 5
This record from the OMol25 dataset describes a molecular structure, C16H10Cl6Fe at a distorted geometry. The level of theory is the ωB97M-V functional and the def2-TZVPD basis.

Properties
**Spin multiplicity**: 5
**Gap between HOMO and LUMO (spin up / spin down)**: 0.1849 / 0.1923 Eh
**<S²>**: 6.02
**Highest occupied orbital energy (spin up / spin down)**: -0.56 / -0.76 eV
**Net charge**: -2

Element x y z (Å)
1 C -2.02 -1.79 -0.67
2 C -1.38 -1.98 -1.92
3 C -1.15 -0.71 -2.48
4 H -1.10 -2.93 -2.35
5 C -1.60 0.27 -1.56
6 C -2.15 -0.42 -0.45
7 H -2.49 0.04 0.46
8 H -2.24 -2.57 0.04
9 H -0.69 -0.51 -3.43
10 H -1.51 1.34 -1.66
11 Fe 0.25 -0.87 -0.59
12 Cl 0.41 -2.82 0.95
13 C 2.60 -0.75 -0.32
14 C 2.22 0.48 -0.92
15 C 1.74 0.20 -2.20
16 H 2.21 1.43 -0.43
17 C 1.83 -1.20 -2.41
18 C 2.37 -1.78 -1.26
19 H 2.48 -2.83 -1.07
20 H 2.90 -0.88 0.70
21 H 1.32 0.92 -2.89
22 H 1.49 -1.73 -3.28
23 Cl -1.10 -1.48 2.93
24 C -0.61 0.15 2.49
25 C -0.14 0.57 1.18
26 C -0.04 2.00 1.01
27 Cl 0.24 2.79 -0.55
28 C -0.23 2.89 2.08
29 Cl -0.06 4.64 1.86
30 C -0.58 2.42 3.35
31 Cl -0.82 3.55 4.69
32 C -0.79 1.06 3.55
33 Cl -1.33 0.52 5.15

Now the Mulliken charges, all in e:
1 C -0.646
2 C -0.589
3 C -0.899
4 H 0.417
5 C -0.619
6 C -0.975
7 H 0.772
8 H 0.504
9 H 0.594
10 H 0.648
11 Fe 0.424
12 Cl -0.622
13 C -0.918
14 C -0.778
15 C -0.459
16 H 0.898
17 C -0.897
18 C -0.354
19 H 0.415
20 H 0.386
21 H 0.383
22 H 0.519
23 Cl -0.177
24 C 0.754
25 C -0.919
26 C 1.206
27 Cl -0.180
28 C -0.275
29 Cl -0.260
30 C 0.307
31 Cl -0.242
32 C -0.181
33 Cl -0.237

---

No. 6
This record from the OMol25 dataset describes a molecular structure, C16H10ClF5Ir at a distorted geometry. The level of theory is the ωB97M-V functional and the def2-TZVPD basis.

Properties
**Spin multiplicity**: 5
**Gap between HOMO and LUMO (spin up / spin down)**: 0.2062 / 0.2164 Eh
**<S²>**: 6.04
**Highest occupied orbital energy (spin up / spin down)**: -2.72 / -4.49 eV
**Net charge**: -1

Element x y z (Å)
1 C 2.39 -0.37 1.09
2 C 2.48 -1.70 0.50
3 C 1.33 -2.43 0.85
4 H 3.34 -2.07 -0.05
5 C 0.41 -1.59 1.52
6 C 1.08 -0.35 1.83
7 H 0.87 0.31 2.67
8 H 3.20 0.36 1.23
9 H 1.22 -3.52 0.74
10 H -0.53 -1.92 1.97
11 Ir 0.92 0.38 -0.03
12 Cl 2.07 0.54 -2.05
13 C -0.46 -0.98 -1.78
14 C -1.41 -1.93 -1.20
15 C -1.04 -3.23 -1.53
16 H -2.03 -1.58 -0.36
17 C -0.04 -3.17 -2.57
18 C 0.23 -1.82 -2.82
19 H 0.82 -1.41 -3.64
20 H -0.53 0.16 -1.93
21 H -1.28 -4.11 -0.95
22 H 0.45 -4.02 -2.98
23 F 1.55 2.75 1.54
24 C 0.25 2.82 1.16
25 C -0.37 1.79 0.47
26 C -1.72 1.85 0.18
27 F -2.46 0.86 -0.41
28 C -2.42 3.00 0.48
29 F -3.71 3.11 0.17
30 C -1.81 4.09 1.08
31 F -2.48 5.22 1.36
32 C -0.47 3.97 1.43
33 F 0.17 4.99 2.02

Now the Mulliken charges, all in e:
1 C -0.369
2 C -0.674
3 C -0.110
4 H 0.352
5 C -0.736
6 C -0.794
7 H 0.571
8 H 0.507
9 H 0.416
10 H 0.391
11 Ir 0.614
12 Cl -0.580
13 C -0.256
14 C -0.651
15 C -0.541
16 H 0.370
17 C -0.346
18 C -0.928
19 H 0.384
20 H 0.863
21 H 0.413
22 H 0.429
23 F -0.285
24 C 0.346
25 C -0.453
26 C 0.265
27 F -0.272
28 C 0.413
29 F -0.326
30 C 0.258
31 F -0.318
32 C 0.369
33 F -0.325